A structure of composition C36H34IrN8O4S2. Source: the OMol25 dataset; level of theory: ωB97M-V with the def2-TZVPD basis set.

Geometry as XYZ:
```
85
Properties=species:S:1:pos:R:3:forces:R:3:lowdin_charge:R:1
Ir 0.443 0.379 -0.422 -0.020 -0.004 0.070 1.498
S 3.750 1.245 -0.106 -0.005 0.015 0.003 0.961
S 4.562 -1.605 -0.016 -0.037 0.095 -0.041 1.005
O -2.104 -3.082 -1.644 -0.020 0.031 0.023 0.079
O -1.234 4.105 -0.644 0.016 0.010 -0.012 0.182
O -0.157 -1.381 -1.136 -0.011 0.003 0.018 -0.237
O -0.205 2.151 -0.471 0.146 0.004 -0.143 -0.283
N 0.153 -0.364 1.391 -0.003 -0.029 0.032 -0.066
N 0.380 -0.802 3.498 -0.022 0.021 0.044 0.008
N 2.357 -0.859 4.810 0.064 -0.001 0.020 -0.066
N 2.081 -0.796 -0.426 -0.006 0.036 -0.040 -0.268
N 3.092 0.181 5.293 -0.027 0.000 -0.002 0.061
N -0.237 5.492 2.102 0.010 0.024 0.050 0.101
N 1.899 -2.168 -0.590 0.027 -0.004 0.015 0.070
N 4.319 -0.006 5.019 0.016 -0.014 0.028 0.088
C -0.503 -1.732 2.996 -0.023 -0.030 0.013 -0.017
C 5.883 -0.366 0.136 -0.006 -0.017 -0.031 -0.480
C 0.210 -3.743 -1.267 0.004 -0.017 0.018 -0.086
C 4.440 -1.189 4.313 -0.013 0.028 -0.037 -0.234
C -1.944 1.874 3.393 0.008 0.005 0.012 -0.094
C -1.021 3.189 1.560 0.037 0.034 -0.017 -0.083
C -0.436 7.056 0.274 0.000 -0.007 0.009 -0.020
C 3.171 -1.741 4.158 -0.015 0.033 -0.023 -0.171
C -0.843 3.248 0.082 -0.162 -0.071 0.114 -0.491
C -0.625 -6.367 -1.671 0.010 -0.007 0.002 -0.056
C 2.190 4.397 0.959 0.033 0.008 0.010 -0.039
C -1.540 -5.342 -1.743 0.004 0.019 -0.001 0.000
C 5.571 -1.822 3.787 0.011 -0.026 -0.007 -0.015
C 1.167 7.086 -1.502 -0.011 0.001 0.012 -0.035
C 4.072 -3.532 2.927 -0.019 -0.015 0.054 -0.086
C -1.137 -4.020 -1.551 0.030 -0.033 -0.010 -0.253
C 5.365 -2.995 3.099 0.001 0.001 0.044 -0.099
C 1.866 6.039 -0.919 0.012 -0.010 -0.010 -0.220
C 0.752 0.029 2.509 0.037 -0.057 -0.059 -0.303
C 5.302 0.883 0.766 -0.002 0.010 -0.023 -0.470
C 3.097 5.487 -1.585 -0.005 0.001 -0.002 -0.039
C 0.721 -6.105 -1.404 -0.006 -0.006 0.000 -0.075
C 1.655 1.186 2.683 -0.014 0.026 0.035 0.015
C 0.029 7.606 -0.904 0.006 -0.001 -0.011 -0.061
C 1.421 5.503 0.297 -0.013 -0.006 0.008 -0.169
C 2.951 -2.925 3.447 0.027 -0.045 -0.002 0.000
C 0.252 6.002 0.864 -0.020 -0.002 -0.035 -0.219
C 0.928 -0.792 4.851 -0.037 0.001 -0.040 -0.042
C -1.619 2.910 4.271 -0.010 -0.014 0.005 -0.078
C 3.300 -0.430 -0.209 0.032 -0.038 0.043 -0.891
C -0.755 4.264 2.432 0.007 -0.011 -0.013 -0.185
C -0.650 -1.455 1.683 -0.003 0.039 -0.032 -0.059
C -1.038 4.063 3.802 -0.004 0.009 -0.011 -0.017
C -1.633 2.033 2.061 0.005 0.021 -0.023 -0.063
C 0.694 -2.390 -0.990 -0.046 -0.007 -0.058 -0.406
C 1.125 -4.807 -1.205 -0.007 0.012 -0.001 -0.024
H -0.360 6.189 2.818 0.011 -0.010 0.007 0.145
H -1.699 -2.202 -1.605 0.006 0.005 -0.008 0.079
H 2.161 -4.577 -0.998 0.000 0.003 -0.002 0.110
H 3.254 5.957 -2.554 0.001 -0.001 -0.002 0.080
H -1.914 1.261 1.356 0.002 -0.003 0.002 0.108
H 5.091 0.741 1.827 0.008 -0.008 0.008 0.069
H -0.803 4.863 4.494 0.000 0.001 0.000 0.118
H -1.347 7.417 0.734 0.000 0.000 0.004 0.119
H -1.262 -1.936 0.941 0.002 -0.009 0.003 0.120
H 6.558 -1.407 3.936 0.005 0.006 0.007 0.121
H -2.583 -5.527 -1.959 -0.001 0.001 -0.001 0.126
H -0.506 8.423 -1.368 0.000 0.001 -0.003 0.109
H -1.843 2.824 5.326 0.001 -0.001 -0.002 0.110
H 1.403 1.728 3.596 -0.003 -0.008 0.000 0.102
H 6.662 -0.799 0.762 -0.009 -0.010 0.013 0.084
H 1.911 4.293 2.007 -0.003 -0.006 0.004 0.082
H 5.954 1.746 0.638 0.002 -0.002 0.005 0.093
H 1.966 -3.351 3.311 -0.001 -0.003 -0.008 0.109
H 3.993 5.660 -0.983 -0.003 -0.001 0.003 0.084
H 6.209 -3.527 2.682 0.007 -0.010 0.000 0.111
H -0.955 -7.385 -1.830 0.001 -0.001 0.000 0.113
H 2.697 0.869 2.749 0.003 0.008 -0.005 0.076
H 3.264 4.582 0.911 -0.002 0.003 0.005 0.084
H 1.544 1.861 1.842 -0.004 0.038 -0.030 0.030
H 6.290 -0.160 -0.852 0.005 0.001 0.001 0.085
H 3.960 -4.455 2.373 -0.006 0.004 -0.010 0.113
H 1.438 -6.913 -1.359 -0.001 -0.002 -0.001 0.106
H 0.663 0.125 5.376 0.005 0.000 -0.001 0.145
H 2.009 3.445 0.454 -0.003 -0.015 -0.009 0.024
H 0.500 -1.648 5.370 0.008 0.006 0.017 0.148
H -0.943 -2.498 3.610 -0.008 0.005 0.004 0.137
H 3.013 4.409 -1.743 0.004 -0.002 0.001 0.076
H 1.519 7.499 -2.439 0.001 0.001 -0.002 0.113
H -2.459 0.988 3.738 -0.003 -0.002 -0.001 0.105
```
Positions in Å, forces in eV/Å.

Properties
HOMO-LUMO gap = 6.417 eV
Highest occupied orbital energy = -10.21 eV
LUMO = -0.139 hartree
E = -82498.0974 eV
Relative energy (zero: lowest compared OMol25 entry of this formula, charge and spin) = 44.1 kJ/mol
Spin multiplicity = 1
Total charge = +1